Molecular formula: C3HO4
Method: DFT, wB97M-V/def2-TZVPD

XYZ file:
```
8
Properties=species:S:1:pos:R:3:mulliken_charge:R:1
C 0.603 -0.153 -1.928 0.378
C 0.055 0.088 2.196 0.731
C -0.303 -0.093 -0.968 -0.214
O 0.924 0.836 2.141 -0.450
O 1.038 0.294 -2.981 -0.546
O -0.713 -0.605 2.707 -0.435
O -0.382 -0.481 0.290 -0.709
H -1.222 0.115 -1.458 0.244
```

The HOMO-LUMO gap is 0.240 Ha. The calculation puts the HOMO energy at -2.609 eV. The energy above the lowest of the compared OMol25 structures with the same formula, charge and spin is 151.54 kJ/mol. The net charge is -1. The maximum force comes out at 3.5 eV/Å.